Record 1
Molecular formula: C2H7N4O
Method: DFT, ωB97M-V/def2-TZVPD

XYZ file:
```
14
Properties=species:S:1:pos:R:3:forces:R:3:lowdin_charge:R:1
N 1.1742 -1.8881 -0.1117 0.34 -1.18 1.79 0.121
C 0.5360 -0.6930 0.0366 -2.12 4.00 0.11 -0.277
C 0.8430 0.6556 0.0451 0.74 -3.54 -0.37 -0.355
O 2.0989 1.1036 0.0537 0.34 2.72 0.29 0.094
N -0.2405 1.5140 -0.2002 -0.48 -0.56 1.47 0.092
N -1.3521 0.6684 0.1793 -1.90 0.22 -0.15 0.028
N -0.9777 -0.7173 0.0384 0.28 -1.37 -3.08 0.056
H 2.2087 -1.8172 -0.0209 -1.15 -0.08 -0.22 0.133
H 0.7880 -2.5753 0.5969 0.91 0.83 -1.15 0.138
H 2.1283 2.0827 0.3140 0.11 -2.03 -0.36 0.169
H -0.1746 2.3640 -0.7567 -1.05 -0.54 -0.26 0.174
H -2.3293 0.7533 -0.2849 2.20 0.53 0.28 0.245
H -1.5882 0.7068 1.1895 0.74 0.77 -0.22 0.203
H -1.3550 -0.9998 -0.9469 1.04 0.24 1.86 0.178
```
Forces are in eV/Å.

Output
SMILES = NC1=C(O)N[NH2+]N1
orbital gap = 8.02 eV
total charge = +1
multiplicity = 1
energy above the lowest of the compared OMol25 structures with the same formula, charge and spin = 105.70 kcal per mole
molar mass = 103.1 u
HOMO level = -11.78 eV


Record 2
Molecular formula: C5H10F2N4O
Method: DFT, ωB97M-V/def2-TZVPD

XYZ file:
```
22
Properties=species:S:1:pos:R:3:forces:R:3:lowdin_charge:R:1
C -2.7812 -1.3335 -0.4330 -0.65 -1.08 -0.33 0.044
O -2.3473 -0.0463 0.0220 -0.09 0.73 0.07 0.068
C -1.1625 0.2158 0.3785 1.07 0.55 0.63 -0.253
N -0.1566 -0.5922 0.3546 -0.45 -0.42 -0.47 0.233
C 1.0961 -0.6229 0.7403 -0.40 -0.01 0.08 -0.321
N 1.4560 -1.2875 1.8139 0.29 0.10 0.01 0.287
N 2.1249 -0.0612 -0.0274 0.28 -0.44 0.84 0.185
C 2.0671 0.6095 -1.1783 0.05 0.32 -0.52 -0.045
N 1.0604 0.7070 -1.9786 -0.08 -0.01 -0.28 0.266
C -0.9199 1.6986 0.7681 -0.38 -0.01 0.24 -0.251
F -0.7057 2.3426 -0.3949 -0.19 0.11 -0.36 0.110
F 0.2376 1.7598 1.4544 0.06 -0.12 0.30 0.105
H -3.4633 -1.1548 -1.2647 0.20 0.06 0.08 0.122
H -3.3493 -1.8020 0.3733 0.17 0.13 0.00 0.124
H -1.9493 -1.9691 -0.7292 0.04 0.15 0.02 0.100
H 0.7622 -1.6994 2.4285 -0.06 0.07 -0.19 0.170
H 2.4218 -1.4608 2.0653 -0.03 0.10 -0.01 0.161
H 3.0417 -0.0929 0.4199 -0.17 0.14 -0.28 0.192
H 2.9858 1.1219 -1.4660 -0.13 -0.12 0.06 0.191
H 1.1408 1.2710 -2.8237 0.11 -0.09 0.17 0.178
H 0.1773 0.2257 -1.8527 0.18 0.03 0.10 0.140
H -1.7368 2.1708 1.3295 0.17 -0.19 -0.14 0.194
```
Forces are in eV/Å.

Output
SMILES = CO/C(=N/C(=[NH2+])/[NH+]=C\N)C(F)F
orbital gap = 10.53 eV
total charge = +2
multiplicity = 1
energy above the lowest of the compared OMol25 structures with the same formula, charge and spin = 0.00 kcal per mole
molar mass = 180.2 u
HOMO level = -19.21 eV


Record 3
Molecular formula: C34H44F3IN9S
Method: DFT, ωB97M-V/def2-TZVPD

XYZ file:
```
92
Properties=species:S:1:pos:R:3:forces:R:3:lowdin_charge:R:1
C -4.8711 2.7995 2.2250 -0.11 -1.52 -0.34 -0.089
N -3.8910 2.8362 3.3733 1.08 1.32 -0.36 -0.297
C -4.4302 3.4974 4.6104 -1.67 0.74 -0.61 -0.180
C -3.3611 3.9954 5.7189 -3.02 1.10 1.47 -0.116
N -1.9045 3.8357 5.4281 2.34 0.48 1.11 0.005
C -1.5196 3.1077 4.1727 0.02 -2.07 -2.63 -0.686
I -1.8083 0.9394 4.6323 -0.44 0.51 0.46 0.995
N -0.0309 3.1998 3.8120 0.22 -5.21 -4.30 0.000
C 0.2905 2.1850 2.9028 -3.16 3.65 -0.13 -0.560
S 0.1887 1.2562 1.4413 1.08 3.03 5.06 0.706
C -2.5376 3.4400 2.9413 -1.12 -0.08 -0.18 -0.284
C -2.6761 5.0032 2.5062 0.14 1.41 -1.17 -0.136
C -1.3739 5.9532 2.7819 0.96 1.66 0.03 -0.121
C -1.4094 7.3799 1.9094 -0.96 1.23 0.37 -0.042
F -0.0644 7.9256 1.4984 -4.11 -2.44 -0.07 -0.049
C -2.6518 8.1124 1.5445 1.88 -0.80 -0.36 -0.009
F -3.3900 8.8849 2.5726 1.36 -3.42 -3.94 0.006
F -3.0862 8.0773 0.0983 1.33 1.70 4.98 -0.017
H -5.7570 2.0794 2.5640 1.71 1.90 -0.79 0.126
H -5.2367 3.8428 1.8424 0.53 -1.87 0.81 0.106
H -4.3271 2.2075 1.3432 -1.20 1.45 1.83 0.119
H -5.0471 4.4525 4.2467 1.19 -1.79 1.08 0.134
H -5.2160 2.7812 5.1260 1.76 1.38 -1.06 0.152
H -3.6104 3.4812 6.7598 0.77 0.95 -2.38 0.163
H -3.5568 5.1588 5.9002 0.57 -2.62 -0.46 0.167
H -1.4765 3.2971 6.2400 -0.42 0.69 -1.20 0.166
H -1.4455 4.7930 5.4750 -0.45 -1.22 -0.43 0.181
H -2.2513 2.8322 1.9544 -0.16 1.23 2.53 0.138
H -2.8486 5.0123 1.3242 0.36 -0.03 2.63 0.151
H -3.6124 5.5730 2.9507 1.81 -1.49 -0.68 0.130
H -1.2863 6.3088 3.9173 -0.05 -1.06 -2.20 0.119
H -0.3614 5.4262 2.4335 -2.21 1.29 0.90 0.137
N -0.6352 1.7612 -2.2471 -0.11 -0.07 0.20 -0.010
C 0.2808 2.5190 -2.9292 0.16 0.13 -0.11 -0.173
C 0.1893 2.1970 -4.2650 0.19 0.23 0.25 -0.096
C -0.8215 1.2147 -4.3937 -0.29 -0.23 0.23 -0.092
C -1.3157 0.9666 -3.1327 -0.06 -0.11 -0.16 -0.132
H -0.7861 1.7853 -1.2470 0.03 0.05 -0.49 0.086
H 0.9186 3.2195 -2.4070 -0.16 0.01 -0.10 0.107
H 0.7854 2.6244 -5.0609 -0.09 -0.07 0.15 0.104
H -1.1537 0.7400 -5.3079 0.06 0.09 0.18 0.101
H -2.0904 0.2934 -2.7905 0.14 0.09 -0.11 0.108
N 3.9170 1.2956 3.4757 -0.11 0.05 -0.11 -0.012
C 3.8717 1.4746 4.8338 0.02 0.03 0.23 -0.159
C 5.1542 1.7141 5.2745 -0.43 0.00 0.15 -0.109
C 6.0018 1.6843 4.1415 -0.03 -0.05 -0.43 -0.102
C 5.2112 1.4269 3.0440 0.20 0.00 -0.05 -0.130
H 3.1200 1.0985 2.8845 0.43 0.03 0.20 0.107
H 2.9336 1.4149 5.3692 0.16 -0.02 -0.03 0.094
H 5.4473 1.8923 6.3010 -0.06 -0.04 -0.18 0.095
H 7.0736 1.8351 4.1276 -0.21 -0.04 -0.02 0.098
H 5.4583 1.3249 1.9957 0.00 0.02 0.19 0.110
N 3.5096 1.9686 -2.7741 0.10 -0.02 0.15 -0.001
C 4.4190 0.9964 -2.4478 0.07 -0.01 0.02 -0.145
C 5.6806 1.5029 -2.6669 -0.13 -0.32 0.17 -0.114
C 5.5268 2.8293 -3.1363 -0.21 0.31 -0.08 -0.112
C 4.1762 3.0917 -3.1900 0.04 0.01 -0.02 -0.144
H 2.5041 1.8726 -2.7162 0.33 -0.04 -0.19 0.089
H 4.0914 0.0295 -2.0901 0.09 0.12 -0.11 0.100
H 6.6112 0.9747 -2.5049 -0.17 0.08 -0.04 0.093
H 6.3163 3.5191 -3.4054 -0.15 -0.12 0.04 0.094
H 3.6338 3.9787 -3.4891 0.12 -0.13 0.01 0.104
N 0.6874 -2.0929 2.0396 -0.02 -0.02 0.09 -0.020
C 0.1757 -3.1516 2.7438 -0.12 -0.11 0.05 -0.139
C 0.2723 -4.2751 1.9534 -0.16 0.14 0.35 -0.109
C 0.8687 -3.8811 0.7318 0.14 0.31 -0.26 -0.110
C 1.1172 -2.5293 0.8134 -0.03 -0.02 -0.16 -0.141
H 0.7404 -1.1391 2.3729 0.05 -0.48 -0.10 0.055
H -0.2137 -3.0150 3.7438 0.08 -0.08 -0.15 0.104
H -0.0506 -5.2710 2.2276 0.08 0.16 0.01 0.096
H 1.0933 -4.5154 -0.1160 0.03 0.13 0.12 0.091
H 1.5607 -1.8421 0.1053 -0.03 -0.16 0.08 0.103
N -0.7611 -6.4356 -1.3315 0.04 0.00 -0.06 -0.001
C -0.0509 -7.6045 -1.4191 0.02 -0.12 0.00 -0.139
C -0.0911 -8.0299 -2.7281 0.16 -0.11 0.35 -0.114
C -0.8473 -7.0810 -3.4568 -0.19 0.32 0.02 -0.118
C -1.2462 -6.1058 -2.5703 -0.08 0.03 -0.08 -0.138
H -0.9042 -5.8997 -0.4853 0.04 -0.18 -0.32 0.127
H 0.4198 -8.0333 -0.5445 -0.08 0.03 -0.18 0.107
H 0.3749 -8.9262 -3.1166 -0.04 0.14 0.10 0.092
H -1.0758 -7.1060 -4.5145 0.01 0.10 0.16 0.079
H -1.8331 -5.2086 -2.7143 0.09 -0.18 -0.01 0.105
N -0.7429 -9.0486 -6.7918 -0.04 0.03 0.00 -0.003
C 0.1730 -8.2908 -7.4739 0.10 0.04 -0.06 -0.147
C 0.0816 -8.6128 -8.8096 0.20 0.26 0.25 -0.117
C -0.9292 -9.5951 -8.9383 -0.29 -0.23 0.19 -0.116
C -1.4234 -9.8432 -7.6773 -0.03 -0.08 -0.07 -0.142
H -0.8938 -9.0245 -5.7916 0.05 -0.03 -0.39 0.125
H 0.8109 -7.5904 -6.9516 -0.08 -0.12 -0.11 0.104
H 0.6776 -8.1854 -9.6055 -0.10 -0.06 0.15 0.091
H -1.2614 -10.0699 -9.8525 0.05 0.07 0.17 0.092
H -2.1981 -10.5164 -7.3351 0.14 0.10 -0.09 0.105
```
Forces are in eV/Å.

Output
orbital gap = 3.45 eV
total charge = +1
multiplicity = 1
molar mass = 794.8 u
HOMO level = -9.00 eV


Record 4
Molecular formula: C21H18N6
Method: DFT, ωB97M-V/def2-TZVPD

XYZ file:
```
45
Properties=species:S:1:pos:R:3:forces:R:3:lowdin_charge:R:1
C -3.0066 -2.3822 -4.4658 0.67 0.29 2.03 -0.010
N -1.8312 -3.2592 -4.6884 -1.86 2.11 -1.01 -0.080
C -1.5760 -3.7740 -5.9470 0.49 -0.74 1.32 -0.165
N -0.4661 -4.4831 -5.9061 0.89 0.06 0.40 0.048
C 0.0732 -4.3520 -4.5997 -3.05 1.29 -2.36 -0.056
C -0.7817 -3.5394 -3.8874 0.95 -1.37 -0.68 -0.308
C -0.3544 -2.9976 -2.6882 2.76 3.81 4.92 0.061
C 0.3171 -2.3790 -1.8088 -3.59 -3.15 -3.02 0.063
C 1.0694 -1.7424 -0.7777 -0.17 1.66 -0.47 -0.262
C 2.4270 -1.7042 -0.9668 3.89 -1.30 -1.01 -0.040
C 3.2720 -0.8514 -0.2317 -1.07 -0.53 -0.36 0.006
C 2.7040 0.0705 0.6071 1.36 0.88 0.30 -0.228
N 3.2637 1.0819 1.3783 -2.34 -0.40 0.73 0.158
C 2.2182 1.7486 2.0529 -0.36 0.14 -1.92 -0.146
C 1.0225 1.1867 1.6291 0.67 2.00 1.97 -0.026
C 1.3724 0.1479 0.7513 -3.29 -1.86 -0.45 -0.142
C 0.5717 -0.7785 0.0853 -1.66 -0.11 -0.26 0.051
C -0.3324 1.5119 2.1297 1.56 -1.23 -0.98 -0.135
N -1.1173 0.4460 2.0651 3.81 0.90 -1.00 0.170
C -2.3227 0.6568 2.3428 -3.25 0.68 1.44 -0.555
N -2.9779 -0.4592 2.4395 -4.44 -3.49 1.00 0.138
N -3.0341 1.7575 2.6977 1.87 0.90 0.04 0.143
C -2.1816 2.7704 2.8829 -0.35 -1.43 -0.11 -0.054
C -0.8091 2.6957 2.6110 -2.25 0.61 -0.34 -0.204
C -0.0099 3.8931 2.6513 1.94 0.30 0.60 -0.173
C 1.1648 3.5856 3.5650 1.41 1.08 -0.01 -0.200
C 2.3854 3.0156 2.8028 1.71 0.33 2.60 -0.140
H -3.3641 -2.0693 -5.4200 -0.67 -0.21 -0.53 0.069
H -2.8977 -1.4419 -3.8683 1.20 -0.56 -0.67 0.099
H -3.7080 -2.8609 -3.7816 -0.45 -0.57 -0.79 0.086
H -2.2809 -3.6081 -6.7985 0.88 -0.39 0.96 0.136
H 1.0441 -4.5147 -4.2517 1.26 -0.98 -0.10 0.091
H 2.8524 -2.4163 -1.7691 -0.44 1.28 1.53 0.145
H 4.3119 -0.7555 -0.1672 1.67 -0.84 -1.03 0.095
H 4.1875 1.3673 1.3025 1.69 0.65 0.15 0.130
H -0.5031 -0.6918 0.1495 0.05 0.01 0.18 0.111
H -2.4659 -1.3281 2.5043 -0.10 0.35 -0.13 0.113
H -3.8615 -0.3897 2.9692 0.82 -0.36 -0.71 0.120
H -2.6072 3.6275 3.3511 -0.17 0.91 -0.07 0.110
H -0.4216 4.7504 3.1328 -1.28 0.56 -0.16 0.109
H 0.3172 4.1427 1.6374 0.17 0.29 0.13 0.138
H 0.8011 3.0418 4.4785 0.62 0.14 -1.00 0.141
H 1.6053 4.5483 3.9169 -0.51 -0.52 0.15 0.112
H 3.1206 2.8452 3.6899 -0.60 0.19 -1.68 0.142
H 2.8093 3.8871 2.2001 -0.43 -1.39 0.41 0.140
```
Forces are in eV/Å.

Output
SMILES = Cn1cncc1C#Cc1ccc2[nH]c3c(c2c1)-c1nc(N)ncc1CCC3
orbital gap = 7.96 eV
total charge = 0
multiplicity = 1
energy above the lowest of the compared OMol25 structures with the same formula, charge and spin = 59.28 kcal per mole
molar mass = 354.4 u
HOMO level = -7.53 eV